Record 1
C15H31Br9O18S5 as an isolated structure in a non-equilibrium geometry. Source: OMol25; level of theory: wB97M-V/def2-TZVPD.

Geometry as XYZ:
```
78
Properties=species:S:1:pos:R:3:lowdin_charge:R:1
O 6.35 4.96 0.48 -0.27
S 5.66 5.52 -0.63 0.61
O 6.26 5.60 -1.94 -0.29
O 4.28 4.67 -0.77 -0.27
C 3.38 5.01 -1.86 -0.26
C 2.86 3.65 -2.34 -0.06
C 5.00 7.17 -0.22 -0.10
H 3.87 5.56 -2.66 0.11
H 2.59 5.62 -1.41 0.11
H 2.41 3.07 -1.53 0.02
H 3.69 3.20 -2.88 0.09
H 2.13 3.87 -3.13 0.06
H 4.15 7.45 -0.83 0.06
H 5.78 7.89 -0.45 0.07
H 4.79 7.07 0.84 0.07
O 2.89 -5.60 0.64 -0.30
S 3.25 -4.51 -0.23 0.61
O 4.45 -4.58 -1.01 -0.28
O 2.03 -4.24 -1.28 -0.28
C 0.71 -4.58 -0.80 -0.28
C -0.35 -3.92 -1.63 -0.09
C 3.16 -2.98 0.75 -0.09
H 0.60 -4.19 0.22 0.09
H 0.63 -5.67 -0.84 0.13
H -0.64 -2.90 -1.38 0.01
H -1.26 -4.52 -1.52 0.08
H 0.01 -4.02 -2.66 0.09
H 2.91 -3.20 1.78 0.06
H 2.53 -2.31 0.18 0.03
H 4.17 -2.57 0.78 0.07
C -3.94 1.17 1.05 -1.58
Br -4.86 2.57 0.10 0.58
Br -4.62 -0.63 0.66 0.60
Br -3.92 1.60 2.98 0.56
H -2.92 1.15 0.70 -0.09
C -0.20 0.04 -0.89 -1.49
Br 0.06 1.94 -0.48 0.65
Br 1.17 -0.68 -2.03 0.70
Br -1.98 -0.27 -1.65 0.62
H -0.13 -0.51 0.04 -0.06
C -0.19 1.88 -4.60 -1.58
Br -1.50 0.47 -5.02 0.57
Br -1.14 3.47 -4.06 0.56
Br 1.04 2.11 -6.09 0.58
H 0.28 1.54 -3.68 -0.10
C -0.24 -3.40 4.52 -0.15
C -1.76 -3.69 4.62 -0.13
O -2.39 -2.95 3.57 -0.20
S -1.32 -2.39 2.50 0.63
O -1.66 -1.06 2.10 -0.28
O -1.19 -3.39 1.47 -0.21
O -0.11 -2.37 3.56 -0.21
H 0.31 -4.27 4.18 0.13
H 0.21 -3.14 5.48 0.14
H -2.26 -3.34 5.52 0.13
H -1.97 -4.75 4.47 0.13
C -0.25 2.25 4.60 -0.17
C -0.30 0.84 5.20 -0.12
O 0.91 0.23 4.68 -0.21
S 1.32 0.81 3.25 0.60
O 0.96 -0.12 2.23 -0.26
O 2.63 1.33 3.30 -0.20
O 0.23 2.02 3.29 -0.21
H 0.43 2.80 5.25 0.14
H -1.20 2.77 4.48 0.12
H -1.05 0.22 4.71 0.12
H -0.24 0.79 6.28 0.14
C -6.03 -0.82 -3.28 -0.16
C -4.75 -0.41 -4.09 -0.23
O -4.08 -1.62 -4.32 -0.23
S -4.66 -2.86 -3.47 0.63
O -3.60 -3.49 -2.73 -0.23
O -5.46 -3.69 -4.31 -0.21
O -5.54 -1.90 -2.50 -0.23
H -6.74 -1.18 -4.02 0.13
H -6.32 0.02 -2.65 0.13
H -4.15 0.36 -3.61 0.07
H -5.18 0.03 -5.00 0.13
```

## Properties
Total charge ... 0
ΔE to the lowest compared entry with this formula, charge and spin ... 14.6 kcal per mole


Record 2
An isolated ion of composition C5H9NO7S2 and charge -2 in a non-equilibrium geometry. Source: OMol25; level of theory: wB97M-V/def2-TZVPD.

Geometry as XYZ:
```
24
Properties=species:S:1:pos:R:3:lowdin_charge:R:1
C 1.55 -0.11 0.76 -0.33
C 0.70 -1.36 0.29 -0.24
C -1.45 -0.38 0.17 -0.26
C -1.34 0.97 -0.27 -0.33
C -0.51 1.74 -1.00 0.02
N 2.05 0.46 -0.46 -0.26
O -3.70 1.19 1.22 -0.43
O 4.03 1.63 -1.47 -0.39
O -2.52 3.21 0.82 -0.43
O -3.63 2.08 -1.06 -0.41
O 2.48 3.01 -0.09 -0.26
O 3.99 1.18 0.94 -0.38
O -0.51 -1.28 -0.40 -0.13
S -2.87 1.89 0.19 0.44
S 3.22 1.48 -0.25 0.49
H 1.03 0.48 1.55 0.11
H 2.43 -0.43 1.46 0.11
H 1.40 -1.99 -0.28 0.11
H 0.51 -1.97 1.16 0.09
H -1.46 -0.35 1.27 0.13
H -2.50 -0.77 -0.15 0.16
H -0.65 2.85 -1.07 0.09
H 0.35 1.30 -1.46 0.04
H 1.58 2.61 0.20 0.07
```

## Properties
Total charge ... -2
ΔE to the lowest compared entry with this formula, charge and spin ... 24.7 kcal per mole


Record 3
C43H44CdIN3O2P3S3 as an isolated structure. Source: OMol25; level of theory: wB97M-V/def2-TZVPD.

Geometry as XYZ:
```
100
Properties=species:S:1:pos:R:3:lowdin_charge:R:1
Cd -1.20 0.74 -0.84 1.16
C -2.67 1.98 1.76 -0.29
P -1.58 2.88 0.54 0.91
C -2.34 4.36 0.04 -0.48
C -2.45 4.70 -1.35 -0.19
C -3.07 5.85 -1.76 -0.17
C -3.63 6.76 -0.81 -0.17
C -3.47 6.47 0.55 -0.18
C -2.85 5.32 0.99 -0.15
C -0.05 3.24 1.49 -0.35
C 0.38 2.53 2.61 -0.08
C 1.61 2.81 3.19 -0.10
C 2.42 3.81 2.67 -0.12
C 1.99 4.53 1.57 -0.11
C 0.77 4.25 0.98 -0.12
C -2.12 0.62 2.11 -0.48
C -2.29 -0.08 3.29 -0.10
C -1.49 -1.24 3.19 -0.09
C -0.88 -1.19 1.95 -0.45
C 0.20 -2.07 1.43 -0.31
P 1.86 -1.24 1.61 1.09
C 2.93 -2.70 1.92 -0.38
C 3.94 -2.64 2.87 -0.13
C 4.76 -3.74 3.10 -0.12
C 4.57 -4.91 2.37 -0.09
C 3.56 -4.98 1.41 -0.07
C 2.75 -3.88 1.19 -0.09
C 2.37 -0.91 -0.13 -0.32
C 1.38 -0.81 -1.23 -0.27
C 1.82 -1.04 -2.68 -0.13
C 3.23 -0.49 -2.98 -0.16
C 3.89 0.15 -1.72 -0.18
C 3.61 -0.49 -0.41 -0.05
N -1.27 -0.06 1.28 -0.05
H -2.83 2.57 2.66 0.08
H -3.64 1.91 1.24 0.06
H -2.04 4.02 -2.09 0.08
H -3.14 6.06 -2.82 0.08
H -4.12 7.67 -1.14 0.06
H -3.86 7.16 1.29 0.08
H -2.75 5.13 2.05 0.08
H -0.22 1.72 3.01 0.09
H 1.94 2.22 4.04 0.10
H 3.38 4.02 3.13 0.09
H 2.62 5.32 1.15 0.09
H 0.43 4.81 0.12 0.10
H -2.90 0.23 4.13 0.08
H -1.35 -2.02 3.92 0.08
H 0.27 -2.98 2.04 0.09
H 0.01 -2.41 0.41 0.02
H 4.08 -1.73 3.45 0.08
H 5.54 -3.69 3.84 0.09
H 5.22 -5.77 2.54 0.09
H 3.41 -5.88 0.83 0.07
H 1.96 -3.93 0.44 0.02
H 0.48 -1.41 -1.05 0.07
H 1.51 -1.99 -3.11 0.09
H 3.86 -1.05 -3.67 0.14
H 4.95 0.35 -1.89 0.14
H 4.39 -0.51 0.35 0.11
C -5.90 3.08 -1.42 -0.06
C -4.71 2.25 -1.82 -0.33
O -5.15 0.93 -2.18 -0.37
P -4.11 -0.29 -2.23 -0.22
S -5.02 -1.82 -2.98 0.21
S -2.36 0.35 -3.05 0.18
O -3.63 -0.48 -0.70 -0.47
C -4.24 -1.37 0.25 -0.28
C -5.49 -0.77 0.84 -0.07
H -5.55 4.08 -1.15 0.07
H -6.41 2.64 -0.56 0.07
H -6.62 3.16 -2.24 0.07
H -4.00 2.19 -1.00 0.06
H -4.19 2.69 -2.68 0.09
H -3.47 -1.52 1.02 0.10
H -4.44 -2.31 -0.25 0.08
H -5.27 0.19 1.32 0.07
H -5.89 -1.43 1.61 0.07
H -6.25 -0.61 0.07 0.07
I 2.93 1.97 -5.11 0.81
C 2.58 0.89 -3.32 -0.74
C 3.06 1.47 -1.98 -0.25
N 1.83 1.68 -1.25 0.05
N 0.92 0.61 -1.58 -0.15
C 1.18 0.32 -3.03 -0.22
H 3.64 2.39 -2.00 0.13
H 1.94 1.72 -0.23 0.12
H 0.34 0.49 -3.70 0.08
S 0.81 -4.14 -1.58 0.54
C 2.24 -5.11 -1.42 -0.77
C 3.53 -4.62 -1.70 -0.14
C 4.66 -5.42 -1.60 -0.12
C 4.57 -6.75 -1.20 -0.15
C 3.31 -7.25 -0.90 -0.15
C 2.18 -6.46 -1.01 -0.16
H 3.63 -3.59 -2.01 0.09
H 5.63 -5.00 -1.83 0.09
H 5.45 -7.36 -1.11 0.08
H 3.20 -8.28 -0.58 0.09
H 1.20 -6.87 -0.78 0.09
```

## Properties
Total charge ... -2
ΔE to the lowest compared entry with this formula, charge and spin ... 78.7 kcal per mole
Spin multiplicity ... 2


Record 4
One molecule with the formula C4H7NO in a non-equilibrium geometry. Source: OMol25; level of theory: wB97M-V/def2-TZVPD.

Geometry as XYZ:
```
13
Properties=species:S:1:pos:R:3:lowdin_charge:R:1
C 1.36 -0.17 0.07 -0.18
C -0.34 1.16 -0.86 -0.10
C -0.93 0.23 0.09 -0.19
C 0.08 -0.64 0.65 -0.39
H 2.29 -0.86 -0.25 0.17
H 1.88 0.46 0.74 0.09
H 0.02 2.05 -0.45 0.10
H -0.92 1.52 -1.78 0.15
H -1.80 0.29 0.73 0.12
H -1.65 -1.80 0.69 0.16
H -0.03 -1.20 1.64 0.16
N -0.87 -1.42 -0.13 0.05
O 0.92 0.38 -1.16 -0.15
```

## Properties
Total charge ... 0
ΔE to the lowest compared entry with this formula, charge and spin ... 106.1 kcal per mole


Record 5
C25H25As2BrMnN3OS4 as an isolated structure. Source: OMol25; level of theory: wB97M-V/def2-TZVPD.

Geometry as XYZ:
```
62
Properties=species:S:1:pos:R:3:lowdin_charge:R:1
Mn 0.91 1.17 -1.19 -0.20
Br 3.04 -5.52 -4.94 0.76
C 4.21 -4.69 -3.71 -0.69
C 5.49 -4.35 -4.11 -0.11
C 6.34 -3.74 -3.20 -0.03
C 5.89 -3.42 -1.93 -0.28
C 4.61 -3.81 -1.52 -0.02
C 3.77 -4.45 -2.42 -0.11
N 6.86 -2.83 -1.04 0.09
N 6.55 -2.02 -0.16 0.09
C 5.29 -1.35 -0.11 -0.23
C 4.73 -1.24 1.15 0.00
C 3.48 -0.63 1.37 0.03
C 2.81 -0.06 0.31 -0.33
O 1.62 0.55 0.41 -0.28
C 3.43 -0.07 -0.97 -0.15
N 2.73 0.57 -1.94 -0.02
C 3.21 0.61 -3.16 -0.11
C 4.45 0.04 -3.49 -0.01
C 5.17 -0.59 -2.52 0.03
C 4.66 -0.71 -1.21 -0.09
H 5.83 -4.57 -5.11 0.11
H 7.36 -3.49 -3.48 0.12
H 4.28 -3.63 -0.51 0.12
H 2.79 -4.76 -2.11 0.11
H 5.27 -1.68 1.97 0.12
H 3.04 -0.62 2.36 0.12
H 2.61 1.13 -3.90 0.09
H 4.82 0.12 -4.50 0.12
H 6.14 -1.00 -2.76 0.12
S 0.11 2.05 -3.17 0.13
S -1.04 0.64 -4.13 0.07
S -0.32 -1.15 -3.51 0.10
S 0.08 -0.97 -1.59 0.27
C 2.89 4.39 -1.84 -0.24
As 1.65 3.41 -0.73 1.13
C 2.37 3.60 1.06 -0.22
C 0.05 4.50 -0.62 -0.41
C 0.05 5.87 -0.86 -0.08
C -1.12 6.59 -0.69 -0.06
C -2.28 5.96 -0.27 -0.06
C -2.28 4.59 -0.04 -0.09
C -1.12 3.85 -0.22 -0.39
As -1.09 1.92 -0.07 1.11
C -2.78 1.41 -0.85 -0.26
C -1.36 1.58 1.81 -0.23
H 3.14 5.34 -1.37 0.04
H 2.46 4.56 -2.82 0.04
H 3.80 3.79 -1.94 0.04
H 2.23 4.63 1.38 0.05
H 3.43 3.36 1.06 0.05
H 1.85 2.92 1.72 0.02
H 0.95 6.37 -1.18 0.10
H -1.13 7.65 -0.90 0.11
H -3.19 6.53 -0.13 0.11
H -3.20 4.10 0.28 0.11
H -3.60 1.69 -0.18 0.04
H -2.80 0.33 -0.99 0.03
H -2.90 1.90 -1.81 0.03
H -2.27 2.07 2.13 0.04
H -0.51 1.95 2.38 0.03
H -1.44 0.50 1.98 0.04
```

## Properties
Total charge ... +1
ΔE to the lowest compared entry with this formula, charge and spin ... 0.0 kcal per mole
Spin multiplicity ... 4


Record 6
One molecule with the formula C5H4N2O3 in a non-equilibrium geometry. Source: OMol25; level of theory: wB97M-V/def2-TZVPD.

Geometry as XYZ:
```
14
Properties=species:S:1:pos:R:3:lowdin_charge:R:1
C 1.12 -0.91 1.31 -0.07
C 0.27 -1.96 0.86 -0.08
C 0.78 0.22 0.64 -0.07
C -0.56 -1.48 -0.09 -0.03
C -0.70 0.72 -1.18 -0.30
N -0.21 -0.15 -0.23 -0.03
N -0.43 2.22 -0.91 -0.35
O 0.25 2.86 -1.62 0.13
O -1.40 0.50 -2.12 0.19
O -1.00 2.70 0.06 0.09
H 1.71 -1.00 2.26 0.13
H 0.15 -2.99 1.25 0.12
H 1.41 1.10 0.32 0.16
H -1.40 -1.82 -0.56 0.11
```

## Properties
Total charge ... 0
ΔE to the lowest compared entry with this formula, charge and spin ... 74.1 kcal per mole


Record 7
A 4-piece molecular cluster, C39H80O14P overall in a non-equilibrium geometry. Source: OMol25; level of theory: wB97M-V/def2-TZVPD.

Geometry as XYZ:
```
134
Properties=species:S:1:pos:R:3:lowdin_charge:R:1
C -8.64 4.36 0.57 -0.15
C -7.11 4.69 0.22 -0.28
C -6.05 3.68 0.88 -0.22
C -4.65 4.41 1.25 -0.22
C -3.38 3.51 0.88 -0.23
C -1.98 4.09 1.40 -0.23
C -0.94 2.92 1.74 -0.22
C -0.43 2.09 0.45 -0.21
C -0.69 0.50 0.58 -0.19
C 0.29 -0.20 -0.52 -0.25
C 0.55 -1.75 -0.22 -0.29
P 2.24 -2.43 -0.82 0.50
C 3.10 -1.31 0.49 -0.30
C 4.04 -0.17 -0.12 -0.20
O 5.15 0.06 0.84 -0.12
C 4.61 0.46 2.10 -0.38
O 4.05 1.59 2.10 0.03
C 4.66 -0.47 3.42 -0.14
C 4.28 0.29 4.77 -0.12
O 1.60 -3.73 -1.83 -0.37
C 2.35 -3.55 -3.08 -0.23
C 2.07 -1.97 -3.41 -0.32
C 0.80 -1.57 -4.32 -0.14
C -0.62 -2.08 -3.77 -0.19
C -0.92 -3.64 -4.02 -0.20
C -1.45 -4.41 -2.73 -0.21
C -3.04 -4.25 -2.46 -0.19
C -3.56 -5.63 -1.85 -0.22
C -4.53 -5.48 -0.59 -0.18
C -5.88 -4.64 -0.88 -0.24
O -6.27 -4.84 -2.26 -0.24
C -7.24 -3.85 -2.64 -0.14
O 2.28 -1.31 -2.15 -0.30
H -9.27 5.24 0.16 0.07
H -8.75 4.28 1.71 0.06
H -9.00 3.40 0.08 0.07
H -6.90 5.76 0.59 0.10
H -7.02 4.70 -0.92 0.11
H -5.85 2.78 0.20 0.11
H -6.55 3.25 1.83 0.10
H -4.72 4.63 2.38 0.11
H -4.66 5.40 0.66 0.11
H -3.33 3.42 -0.26 0.12
H -3.51 2.48 1.38 0.12
H -1.53 4.89 0.70 0.11
H -2.20 4.65 2.39 0.10
H -1.43 2.19 2.47 0.10
H -0.07 3.43 2.32 0.11
H 0.69 2.33 0.34 0.11
H -0.93 2.48 -0.50 0.11
H -1.78 0.21 0.42 0.11
H -0.28 0.18 1.61 0.10
H -0.19 -0.11 -1.56 0.10
H 1.22 0.45 -0.55 0.08
H -0.26 -2.41 -0.71 0.06
H 0.42 -1.92 0.91 0.08
H 2.14 -3.42 0.23 0.00
H 3.58 -2.97 -1.00 0.03
H 3.78 -2.02 1.10 0.08
H 2.35 -0.89 1.26 0.09
H 3.44 0.80 -0.25 0.11
H 4.50 -0.43 -1.13 0.12
H 5.72 -0.87 3.53 0.11
H 3.98 -1.39 3.30 0.12
H 3.88 1.35 4.62 0.08
H 5.18 0.40 5.47 0.07
H 3.46 -0.25 5.38 0.08
H 3.48 -3.78 -3.00 0.10
H 2.07 -4.25 -3.95 0.10
H 2.95 -1.64 -4.06 0.13
H 0.76 -0.43 -4.39 0.11
H 0.88 -1.94 -5.41 0.10
H -0.82 -1.78 -2.68 0.09
H -1.42 -1.51 -4.38 0.10
H -1.74 -3.72 -4.82 0.10
H -0.03 -4.23 -4.43 0.08
H -1.27 -5.53 -2.91 0.11
H -0.91 -4.16 -1.76 0.09
H -3.27 -3.37 -1.77 0.11
H -3.54 -4.04 -3.48 0.11
H -2.71 -6.33 -1.53 0.11
H -4.13 -6.18 -2.67 0.11
H -4.90 -6.55 -0.33 0.11
H -4.04 -5.09 0.36 0.11
H -6.75 -5.01 -0.23 0.12
H -5.72 -3.54 -0.63 0.12
H -8.05 -3.68 -1.84 0.09
H -6.79 -2.82 -2.87 0.10
H -7.79 -4.22 -3.58 0.09
C 5.85 -7.74 -7.84 -0.07
C 4.49 -8.05 -8.45 -0.22
O 3.43 -7.45 -7.69 0.03
C 3.28 -6.12 -7.87 -0.59
O 3.94 -5.42 -8.59 0.12
O 2.28 -5.71 -7.07 0.01
C 2.09 -4.30 -7.08 -0.05
H 5.87 -8.03 -6.79 0.08
H 6.64 -8.27 -8.38 0.08
H 6.06 -6.67 -7.89 0.07
H 4.32 -9.13 -8.41 0.12
H 4.43 -7.75 -9.50 0.12
H 1.95 -3.92 -8.10 0.10
H 2.93 -3.80 -6.60 0.10
H 1.19 -4.08 -6.50 0.07
C 11.02 0.86 7.47 -0.07
C 10.42 2.24 7.23 -0.22
O 10.19 2.47 5.83 0.03
C 9.13 1.83 5.30 -0.59
O 8.37 1.11 5.89 0.12
O 9.08 2.13 4.00 0.00
C 8.05 1.43 3.29 -0.04
H 11.92 0.73 6.87 0.08
H 11.26 0.73 8.52 0.08
H 10.33 0.07 7.17 0.07
H 11.12 3.00 7.56 0.12
H 9.49 2.38 7.79 0.12
H 7.07 1.58 3.75 0.09
H 8.30 0.37 3.23 0.10
H 8.02 1.83 2.27 0.10
C -4.24 10.14 5.10 -0.07
C -5.31 10.31 4.04 -0.22
O -5.75 9.04 3.54 0.03
C -6.56 8.34 4.35 -0.59
O -6.95 8.69 5.44 0.12
O -6.84 7.17 3.75 0.00
C -7.61 6.29 4.56 -0.04
H -3.41 9.54 4.72 0.08
H -3.86 11.12 5.41 0.08
H -4.63 9.63 5.98 0.07
H -4.90 10.85 3.19 0.12
H -6.16 10.89 4.41 0.12
H -8.53 6.77 4.91 0.10
H -7.01 5.93 5.40 0.10
H -7.89 5.43 3.95 0.08
```

## Properties
Total charge ... -1
Electronic energy ... -79688.963 eV